1.
{
  "formula": "C15H24N",
  "method": "ωB97M-V/def2-TZVPD",
  "energy_ev": -17426.9574,
  "e_above_lowest_kj_mol": 42.2,
  "lumo_ev": -5.968,
  "charge": 1,
  "symbols": ["C", "C", "C", "C", "C", "C", "C", "C", "C", "H", "H", "H", "H", "H", "H", "H", "H", "H", "H", "H", "C", "C", "C", "C", "C", "C", "N", "H", "H", "H", "H", "H", "H", "H", "H", "H", "H", "H", "H", "H"],
  "xyz": [[0.7119, 3.2246, 0.7295], [-0.4853, 2.3760, 0.4956], [-1.4984, 2.3842, 1.5782], [-0.7122, 1.7776, -0.7629], [-1.8062, 0.8745, -0.9969], [-1.9869, 0.2821, -2.2400], [-1.1196, 0.5692, -3.3046], [-0.0595, 1.4682, -3.1158], [0.1459, 2.0655, -1.8809], [1.6187, 2.8029, 0.2839], [0.5918, 4.2350, 0.3090], [0.8976, 3.3476, 1.8034], [-2.1692, 1.5237, 1.5676], [-1.0022, 2.4035, 2.5582], [-2.1322, 3.2857, 1.5325], [-2.4991, 0.6485, -0.1807], [-2.8183, -0.4099, -2.3852], [-1.2750, 0.1053, -4.2798], [0.6064, 1.7162, -3.9443], [0.9615, 2.7861, -1.7560], [1.1980, -1.3275, 0.8952], [1.3310, -1.6714, 2.3827], [1.4418, -3.1887, 2.5178], [2.5600, -1.0019, 3.0707], [2.0053, 0.1509, 3.9145], [0.5046, -0.1677, 4.1194], [0.2091, -1.1161, 3.0983], [2.1008, -1.6370, 0.3529], [0.3309, -1.8523, 0.4664], [1.0444, -0.2497, 0.7481], [2.3519, -3.5260, 2.0054], [1.5164, -3.4724, 3.5736], [0.5800, -3.6980, 2.0711], [3.0130, -1.7412, 3.7418], [3.3082, -0.6759, 2.3444], [2.5173, 0.2535, 4.8755], [2.1184, 1.0982, 3.3712], [0.3527, -0.5952, 5.1273], [-0.1168, 0.7412, 4.0603], [-0.7163, -1.4987, 2.9735]],
  "forces_ev_per_angstrom": [[0.63, -0.19, 0.45], [-0.59, 0.94, -0.60], [0.09, -0.70, 0.61], [-0.09, -0.48, -0.64], [0.19, 0.17, 0.00], [-0.15, 0.03, 0.26], [0.05, 0.21, 0.49], [0.14, 0.31, 0.15], [-0.03, -0.19, 0.18], [-0.20, 0.06, 0.02], [-0.23, -0.23, 0.00], [-0.12, 0.01, -0.28], [0.06, 0.16, -0.09], [-0.11, 0.06, -0.26], [0.33, -0.06, -0.25], [0.32, -0.02, -0.42], [0.28, 0.23, 0.03], [0.05, 0.11, 0.30], [-0.24, -0.11, 0.26], [-0.34, -0.40, -0.14], [0.30, -0.02, -0.23], [0.25, 0.06, -0.12], [0.11, -0.12, 0.03], [-0.43, -0.29, 0.19], [-0.28, 0.38, -0.20], [0.34, -0.03, 0.89], [-0.65, 0.06, -0.57], [-0.23, 0.05, -0.07], [0.21, 0.12, 0.07], [0.11, -0.14, 0.09], [-0.20, -0.08, 0.08], [-0.06, 0.02, -0.19], [0.12, 0.05, 0.06], [0.07, 0.12, -0.25], [-0.04, -0.08, 0.11], [-0.03, 0.05, -0.23], [-0.03, -0.09, 0.14], [0.00, 0.24, -0.13], [0.11, -0.14, 0.02], [0.29, -0.04, 0.22]],
  "lowdin_charge": [-0.0127, -0.1397, 0.0017, -0.1713, 0.0350, -0.0313, 0.0043, -0.0304, 0.0300, 0.1015, 0.1303, 0.0992, 0.0867, 0.0911, 0.1363, 0.1205, 0.1244, 0.1299, 0.1249, 0.1245, -0.0473, -0.5914, -0.0456, -0.1135, -0.1519, -0.2210, -0.0261, 0.0851, 0.0806, 0.0596, 0.0902, 0.0883, 0.0816, 0.1140, 0.1151, 0.1095, 0.0924, 0.1119, 0.0872, 0.1265]
}


2.
{
  "formula": "C36H39CrI2N8O2P",
  "method": "ωB97M-V/def2-TZVPD",
  "energy_ev": -107893.9144,
  "e_above_lowest_kj_mol": 0.0,
  "lumo_ev": [-0.178, -0.184],
  "charge": 0,
  "s_squared": 6.0212,
  "spin_multiplicity": 5,
  "symbols": ["Cr", "C", "C", "N", "C", "C", "C", "O", "C", "C", "N", "C", "C", "C", "C", "C", "C", "I", "C", "O", "H", "H", "H", "H", "H", "H", "H", "H", "H", "H", "H", "H", "N", "C", "C", "C", "C", "C", "C", "N", "C", "C", "C", "C", "N", "C", "C", "H", "H", "H", "H", "H", "H", "H", "H", "H", "I", "C", "C", "N", "N", "C", "H", "H", "H", "N", "C", "C", "C", "P", "C", "C", "C", "C", "H", "H", "H", "H", "H", "H", "H", "H", "H", "H", "H", "H", "H", "H", "H"],
  "xyz": [[1.2406, -0.5221, 0.8189], [-2.8660, -2.7347, -0.0788], [-1.6677, -3.5480, 0.3211], [-1.8147, -4.8591, 0.4230], [-0.7800, -5.6071, 0.7948], [0.4695, -5.0912, 1.1040], [1.5634, -6.0355, 1.5401], [2.1990, -5.6738, 2.7647], [0.6484, -3.7134, 0.9799], [1.9558, -3.0173, 1.3177], [2.3990, -2.0963, 0.2804], [3.6541, -2.1989, -0.2230], [4.6611, -3.0820, 0.2453], [5.9618, -3.0298, -0.2182], [6.3482, -2.1213, -1.1936], [5.3728, -1.3060, -1.7504], [4.0732, -1.3674, -1.2909], [2.6125, -0.2298, -2.3143], [-0.4320, -2.9034, 0.5787], [-0.3150, -1.5997, 0.4558], [-3.7606, -3.1497, 0.3828], [-3.0008, -2.7626, -1.1632], [-2.7389, -1.6975, 0.2271], [-0.9632, -6.6755, 0.8647], [2.3592, -6.0617, 0.7922], [1.1463, -7.0433, 1.6183], [1.5297, -5.6212, 3.4555], [2.6915, -3.7608, 1.6050], [4.4249, -3.8214, 0.9993], [6.6889, -3.7192, 0.1945], [7.3734, -2.0582, -1.5319], [5.6288, -0.6395, -2.5637], [-3.5545, 4.0231, -3.4895], [-4.4715, 4.2613, -4.4861], [-5.2741, 5.3528, -4.7948], [-6.0989, 5.2277, -5.8954], [-6.1246, 4.0547, -6.6639], [-5.3338, 2.9683, -6.3501], [-4.4994, 3.0701, -5.2379], [-3.6257, 2.1515, -4.6968], [-3.0847, 2.7436, -3.6693], [-2.0840, 2.1368, -2.7947], [-2.0048, 0.7513, -2.6813], [-1.0558, 0.2017, -1.8397], [-0.2017, 0.9342, -1.1221], [-0.2515, 2.2551, -1.2653], [-1.1693, 2.9016, -2.0734], [-3.3075, 4.6468, -2.7430], [-5.2564, 6.2587, -4.2020], [-6.7454, 6.0505, -6.1708], [-6.7857, 4.0060, -7.5192], [-5.3450, 2.0609, -6.9390], [-2.6908, 0.1359, -3.2466], [-0.9722, -0.8701, -1.7112], [0.4924, 2.8225, -0.7123], [-1.1514, 3.9808, -2.1634], [6.5564, 2.5578, 0.4113], [4.9986, 1.4066, 1.1490], [5.0235, 0.5287, 2.2052], [3.7940, -0.0039, 2.2800], [2.9739, 0.4663, 1.3240], [3.7041, 1.3370, 0.6325], [5.8149, 0.2545, 2.8805], [3.4401, -0.6674, 2.9565], [3.2920, 1.8718, -0.2055], [1.7357, -1.8583, 3.6389], [1.7168, -2.1737, 2.5226], [0.3915, 3.4795, 3.8430], [0.9988, 2.4926, 2.8475], [-0.0696, 1.1087, 2.2236], [-1.6004, 2.0580, 1.7838], [-2.7154, 1.2257, 1.1428], [-0.5807, 0.3284, 3.8196], [-1.4664, -0.9099, 3.6582], [1.1413, 4.2240, 4.1144], [0.0787, 2.9806, 4.7598], [-0.4649, 4.0089, 3.4281], [1.8733, 2.0161, 3.2983], [1.3570, 3.0288, 1.9632], [-1.2813, 2.8471, 1.0992], [-1.9670, 2.5341, 2.6935], [-2.3068, 0.5007, 0.4440], [-3.4142, 1.8679, 0.6039], [-3.2843, 0.6840, 1.8960], [-1.0836, 1.0778, 4.4337], [0.3424, 0.0374, 4.3223], [-2.4570, -0.6576, 3.2828], [-1.5869, -1.4134, 4.6180], [-1.0219, -1.6170, 2.9610]],
  "forces_ev_per_angstrom": [[-0.54, 0.43, -1.10], [0.09, -0.01, 0.06], [0.09, 0.10, -0.01], [-0.14, 0.04, -0.04], [0.09, -0.02, 0.10], [-0.04, -0.07, 0.01], [-0.07, 0.06, -0.08], [0.04, 0.06, 0.03], [-0.18, 0.18, 0.00], [-0.26, 0.17, -0.89], [-0.21, -0.36, -0.16], [0.35, -0.03, 0.07], [-0.13, 0.07, 0.06], [0.08, 0.00, -0.05], [0.02, 0.02, 0.03], [0.12, -0.09, 0.01], [-0.40, 0.21, -0.18], [0.35, -0.28, 0.10], [0.27, -0.39, -0.02], [-0.48, -0.09, 0.16], [-0.02, -0.02, -0.04], [-0.02, 0.03, 0.00], [-0.04, -0.01, -0.03], [0.03, 0.02, 0.02], [0.04, -0.01, 0.06], [0.02, -0.01, -0.09], [-0.03, 0.01, -0.05], [0.00, 0.00, 0.21], [0.03, 0.04, 0.04], [-0.01, 0.01, 0.01], [-0.02, -0.05, -0.03], [-0.05, 0.04, 0.02], [0.18, -0.01, 0.08], [-0.14, -0.29, -0.24], [0.01, 0.11, 0.05], [0.01, 0.02, 0.05], [-0.02, -0.07, -0.05], [0.03, -0.01, 0.00], [-0.04, 0.37, 0.13], [0.13, -0.23, 0.09], [-0.27, 0.16, -0.24], [0.29, -0.15, 0.23], [-0.10, 0.18, -0.12], [0.03, -0.08, 0.02], [0.02, 0.10, 0.03], [0.05, -0.07, 0.00], [-0.15, 0.06, -0.11], [-0.01, -0.01, 0.03], [-0.01, 0.00, -0.03], [0.02, 0.01, 0.00], [0.01, -0.01, 0.00], [-0.03, 0.01, 0.00], [0.04, -0.06, 0.02], [-0.01, 0.00, 0.04], [-0.05, 0.03, 0.02], [0.05, -0.01, 0.03], [-0.23, -0.19, 0.13], [0.38, 0.31, -0.21], [-0.14, 0.00, -0.05], [0.13, 0.00, 0.09], [0.86, 0.57, 0.15], [-0.10, 0.02, 0.12], [-0.04, -0.03, 0.04], [-0.05, -0.06, -0.03], [-0.05, -0.07, -0.04], [-0.05, 0.47, -0.32], [0.46, -1.27, 1.41], [0.09, -0.07, -0.04], [-0.11, -0.12, -0.07], [-0.46, 0.54, 0.95], [0.11, -0.31, -0.23], [0.07, 0.09, 0.03], [-0.03, -0.12, -0.19], [0.07, 0.04, -0.02], [-0.04, 0.03, 0.03], [-0.03, 0.02, 0.00], [-0.01, 0.01, 0.00], [0.04, 0.00, -0.09], [0.06, -0.03, 0.01], [-0.02, 0.04, 0.03], [0.06, 0.07, 0.02], [-0.03, -0.06, -0.05], [0.01, 0.00, 0.00], [0.00, -0.02, -0.02], [0.03, 0.04, 0.01], [0.02, 0.05, 0.05], [0.00, -0.01, 0.03], [-0.01, 0.01, 0.00], [-0.02, -0.05, -0.02]],
  "lowdin_charge": [0.4628, -0.0188, -0.2561, 0.1047, -0.1174, -0.1465, -0.1983, -0.0651, -0.0460, -0.2668, -0.1017, -0.3624, -0.0316, -0.1039, -0.1172, -0.1801, -0.6017, 1.0354, -0.2898, -0.2448, 0.0783, 0.0827, 0.0490, 0.1063, 0.1276, 0.1141, 0.0970, 0.1110, 0.0965, 0.1014, 0.0951, 0.0876, 0.1644, -0.1924, -0.0270, -0.0965, -0.0950, -0.0143, -0.2247, 0.1835, -0.2813, -0.1334, 0.0222, -0.1514, -0.0100, -0.1692, -0.0046, 0.1530, 0.1069, 0.1000, 0.0994, 0.1121, 0.1195, 0.1061, 0.1099, 0.1107, 0.8655, -0.7463, -0.1092, 0.0388, -0.0821, -0.2253, 0.1280, 0.1167, 0.0776, 0.2100, -0.2057, -0.1437, -0.3997, 0.9636, -0.3729, -0.1305, -0.3884, -0.1303, 0.0727, 0.0653, 0.0612, 0.0679, 0.0686, 0.0616, 0.0741, 0.0337, 0.0754, 0.0600, 0.0736, 0.0532, 0.0557, 0.0777, 0.0443]
}


3.
{
  "formula": "C4H10O3",
  "method": "ωB97M-V/def2-TZVPD",
  "energy_ev": -10440.8221,
  "e_above_lowest_kj_mol": 246.2,
  "lumo_ev": [-5.668, -7.967],
  "charge": 1,
  "s_squared": 0.7900,
  "spin_multiplicity": 2,
  "symbols": ["C", "C", "C", "C", "O", "H", "H", "H", "H", "H", "H", "H", "H", "O", "H", "H", "O"],
  "xyz": [[1.5263, -1.2318, -1.6376], [0.7815, -0.0481, -1.8013], [-0.6396, 0.1210, -1.1222], [-1.1279, -0.9951, -0.4217], [-2.3468, -0.7210, 0.1914], [2.1167, -1.6428, -2.4480], [1.3252, -2.0912, -0.9263], [1.1930, 0.8345, -2.1847], [-1.2143, 1.2358, -0.9316], [-0.9605, -2.1138, -0.5411], [-2.1023, -0.1711, 0.9928], [-0.6342, 1.0156, 2.2897], [-1.8873, 1.7823, 2.7744], [-1.5686, 1.0110, 2.2576], [1.0524, 1.0054, 0.8512], [2.5354, 0.6812, 1.5645], [1.9511, 1.3282, 1.0930]],
  "forces_ev_per_angstrom": [[-1.61, -1.18, -0.43], [-3.79, -1.23, 3.73], [3.80, 1.14, 0.10], [-4.14, 0.72, -0.73], [3.09, -1.15, 0.45], [0.87, 0.86, 0.02], [-0.18, 1.57, -0.55], [0.55, 0.89, -1.29], [1.80, -3.53, -0.99], [0.37, 1.71, 0.09], [-0.86, 0.43, -0.26], [1.57, 0.27, 0.47], [0.28, -0.74, -0.50], [-1.70, 0.30, -0.08], [1.49, -0.26, 0.61], [-1.40, 0.50, -0.69], [-0.12, -0.30, 0.03]],
  "lowdin_charge": [0.1461, -0.0022, 0.0250, -0.0693, 0.0149, 0.0912, 0.1083, 0.0940, 0.2217, 0.1682, 0.0860, 0.0172, 0.1059, -0.0151, 0.0020, 0.0777, -0.0719]
}


4.
{
  "formula": "C3H8N3OS",
  "method": "ωB97M-V/def2-TZVPD",
  "energy_ev": -20583.4276,
  "e_above_lowest_kj_mol": 308.2,
  "lumo_ev": -4.155,
  "charge": 1,
  "symbols": ["C", "C", "C", "N", "N", "N", "O", "S", "H", "H", "H", "H", "H", "H", "H", "H"],
  "xyz": [[2.8992, 0.0195, -1.4978], [-1.0238, -0.1555, 1.0879], [-1.7871, 1.4699, -0.5407], [2.0653, -0.1957, -0.5910], [1.1849, -0.2428, 0.1689], [-0.6548, -1.5859, 1.2055], [-1.4927, 0.0687, -0.1742], [-1.0110, 0.9283, 2.2806], [3.7798, 0.6842, -1.3008], [2.8667, -0.7024, -2.3165], [-0.9778, 2.1600, -0.1524], [-2.6484, 1.8415, -0.1892], [-1.7018, 1.4851, -1.6406], [-1.4135, -2.1907, 0.9494], [-0.3071, -1.8874, 2.1516], [0.2222, -1.6967, 0.5593]],
  "forces_ev_per_angstrom": [[2.30, -0.02, -0.98], [-2.03, 2.05, -0.74], [4.99, -0.61, -1.55], [-3.01, 0.75, 2.29], [3.15, -0.24, -1.94], [2.14, -0.30, 0.01], [0.48, -0.31, 1.68], [0.29, -1.04, -0.07], [-1.08, -0.76, -0.18], [0.09, 0.50, 0.03], [-0.67, -1.04, -0.31], [-3.46, 0.66, 1.35], [-0.39, -0.18, 0.60], [-0.64, -0.46, -0.46], [-0.60, 0.90, -0.76], [-1.58, 0.11, 1.03]],
  "lowdin_charge": [0.0223, -0.9103, -0.0307, -0.1327, 0.1723, 0.1770, -0.1389, 0.8674, 0.1170, 0.0971, 0.0978, 0.0470, 0.1132, 0.1593, 0.1882, 0.1539]
}